No. 1
Computed, not measured: C30H18F6N9O10PtS2 as an isolated structure, with ωB97M-V/def2-TZVPD.

The HOMO-LUMO gap (spin up / spin down) comes out at 7.6398 / 5.7529 eV. The total charge is +1. Its expectation value of S² is 6.033. Its energy relative to the best compared isomer or geometry (same formula, charge and spin) is 0.755 eV. Its multiplicity is 5. As for the molar mass: 1037.7 g mol⁻¹.

Last column: Mulliken charge in e.
Positions of all 76 atoms, in Å:
Pt: -0.16410 -0.15144 0.04838  2.96
N: -4.19365 -0.11051 1.80505  0.11
C: -3.28820 -0.89997 1.23074  -0.54
N: -2.18830 -0.19932 1.06680  -0.26
C: -2.51063 1.04442 1.53165  0.24
N: -3.71919 1.13277 2.00676  -0.67
C: -1.57295 2.15968 1.41509  0.28
C: -1.86007 3.44364 1.85938  -0.62
N: -1.00883 4.44682 1.67817  -0.53
C: 0.13438 4.18353 1.05275  -0.69
C: 0.44922 2.90581 0.61241  -0.57
N: -0.40950 1.91159 0.80915  0.55
H: -5.15314 -0.31836 2.03110  0.20
H: -3.44585 -1.93610 0.96688  0.54
H: -2.80175 3.64327 2.35869  0.52
H: 0.81839 5.00865 0.89251  0.46
H: 1.37579 2.67311 0.11123  0.63
C: 1.74227 -1.41259 -3.65329  -0.64
C: 2.18184 -2.72036 -3.29553  -1.03
C: 1.89807 -3.26709 -2.06513  -0.62
C: 1.19499 -2.50992 -1.13613  0.81
C: 0.75825 -1.17487 -1.50091  0.31
C: 1.01589 -0.65290 -2.77559  -0.29
C: 0.86180 -2.99551 0.21304  1.31
C: 0.91272 -4.35365 0.57056  -1.22
C: 0.52612 -4.72702 1.82184  -0.98
C: 0.14058 -3.75901 2.77126  1.01
C: -0.23828 -4.08159 4.09452  -0.87
C: -0.54378 -3.09279 4.98125  -0.70
C: -0.45462 -1.73325 4.59918  -0.79
C: -0.10419 -1.38971 3.32644  -0.34
C: 0.15901 -2.40060 2.37285  -0.11
N: 0.47054 -2.06904 1.08481  0.25
H: 1.96638 -1.02162 -4.63908  0.54
H: 2.74235 -3.30470 -4.01419  0.42
H: 2.25418 -4.25842 -1.81378  0.46
H: 0.61867 0.30807 -3.07519  0.30
H: 1.23658 -5.08808 -0.15407  0.41
H: 0.52807 -5.77452 2.10208  0.47
H: -0.26174 -5.12196 4.39969  0.44
H: -0.83261 -3.34447 5.99475  0.42
H: -0.64973 -0.96025 5.33172  0.48
H: 0.02024 -0.35724 3.03220  0.39
O: 3.18102 -0.84275 -0.46236  -0.53
C: 2.99298 0.02441 0.41002  -0.16
O: 1.88453 0.56750 0.75550  -0.37
C: 4.20714 0.54297 1.14055  0.55
C: 4.05474 1.33610 2.26851  -0.71
C: 5.18352 1.76545 2.93691  -0.31
C: 6.45689 1.44129 2.52070  -0.38
C: 6.56877 0.65678 1.39214  -0.39
C: 5.47281 0.19359 0.69554  -0.35
N: 7.92719 0.28646 0.91592  1.06
O: 8.87372 0.72518 1.53694  -0.60
O: 7.99684 -0.43358 -0.06324  -0.60
N: 5.02327 2.60142 4.15401  1.08
O: 6.03278 2.90683 4.75386  -0.60
O: 3.89076 2.91658 4.47510  -0.62
H: 3.07822 1.61779 2.62780  0.72
H: 7.33057 1.78390 3.05185  0.63
H: 5.60771 -0.42633 -0.17771  0.74
F: -1.88158 -1.25395 -2.97237  -0.14
C: -3.03175 -0.58562 -2.86396  0.55
F: -3.81267 -1.27841 -2.01518  -0.22
F: -3.62427 -0.52335 -4.03665  -0.23
S: -2.79157 1.13271 -2.13296  0.97
O: -1.42058 1.12010 -1.58408  -0.43
O: -3.84404 1.20746 -1.16468  -0.70
N: -2.96339 2.19123 -3.26961  -0.67
S: -1.71214 2.35504 -4.28316  0.91
O: -2.06669 3.12351 -5.42273  -0.61
O: -1.01239 1.10636 -4.45835  -0.56
C: -0.51147 3.47459 -3.34631  0.64
F: -0.21520 4.51452 -4.10955  -0.24
F: 0.62663 2.81228 -3.07131  -0.22
F: -1.02674 3.92980 -2.19916  -0.25

No. 2
Computed, not measured: C30H19Br4N2O4S3Se2Te3Y as an isolated structure, with ωB97M-V/def2-TZVPD.

The HOMO-LUMO gap comes out at 6.0810 eV. The total charge is -2. Its energy relative to the best compared isomer or geometry (same formula, charge and spin) is 0.422 eV. As for the molar mass: 1516.9 g mol⁻¹.

Last column: Mulliken charge in e.
Positions of all 68 atoms, in Å:
Y: 1.69591 -1.04139 1.62593  0.31
Br: -0.22117 -2.38186 8.44820  -0.23
C: -0.26343 -1.86470 6.62541  0.34
C: -1.40847 -1.30880 6.08371  0.04
Br: -2.96121 -1.04260 7.13471  -0.24
C: -1.41395 -0.94120 4.72803  -0.05
Br: -2.93172 -0.15864 3.90162  -0.14
C: -0.30534 -1.12355 3.92326  -0.22
O: -0.25496 -0.80491 2.64460  0.58
C: 0.88691 -1.68739 4.48197  0.65
O: 1.90035 -1.81835 3.68429  -0.36
C: 0.87511 -2.05096 5.82658  -0.47
Br: 2.47815 -2.78874 6.50190  -0.16
Se: 1.98668 -3.75174 0.76905  -0.46
Te: 4.18419 -2.76773 0.04515  -0.20
Te: 5.19296 -1.58946 2.26990  -0.17
Se: 3.95660 0.60472 2.27490  -0.58
S: 1.07631 2.25111 3.45497  -0.27
C: 0.33430 2.57136 1.98591  0.07
N: -0.79106 1.88713 1.62132  0.26
C: -1.48800 2.09560 0.47883  -0.26
C: -1.09052 3.03802 -0.41216  -0.57
C: 0.08819 3.76091 -0.12031  -0.07
C: 0.77682 3.53713 1.03424  -0.73
H: -1.05345 1.11612 2.23490  -0.09
H: -2.34911 1.46087 0.33617  0.35
H: -1.62185 3.17780 -1.34054  0.39
H: 0.44988 4.48488 -0.83996  0.48
H: 1.68606 4.07159 1.26883  0.40
O: 0.57881 4.17587 -3.45560  -0.67
S: 1.32183 2.97270 -3.74394  1.19
O: 1.55046 2.66639 -5.13199  -0.72
N: 0.65436 1.69509 -2.96229  -0.42
C: 1.46261 1.20379 -2.05887  -0.29
S: 1.03101 -0.13330 -1.09914  0.17
C: 2.78740 1.89918 -1.96679  0.54
C: 3.86937 1.60238 -1.16086  -0.10
C: 4.99300 2.41618 -1.24681  -0.84
C: 5.03885 3.48556 -2.13554  -0.40
C: 3.95838 3.76868 -2.96651  -0.72
C: 2.85006 2.95772 -2.85442  -0.05
H: 3.83453 0.77532 -0.46644  0.52
H: 5.83569 2.21218 -0.59847  0.43
H: 5.92638 4.10487 -2.18303  0.37
H: 3.98426 4.59051 -3.67028  0.41
Te: -1.49463 -2.47930 0.30977  0.25
C: -1.39944 -3.45288 -1.56957  0.08
C: -2.50267 -4.14677 -2.05891  -0.32
C: -2.45091 -4.75800 -3.30355  -0.56
C: -1.28974 -4.68819 -4.06261  -0.38
C: -0.18651 -4.00396 -3.57449  -0.73
C: -0.23857 -3.38432 -2.33176  0.14
C: -2.88413 -1.05674 -0.40758  0.25
C: -2.60171 -0.33608 -1.56589  -0.29
C: -3.48228 0.64104 -2.00755  -0.59
C: -4.64000 0.91705 -1.28984  -0.47
C: -4.92145 0.20229 -0.13344  -0.62
C: -4.04985 -0.78881 0.30360  -0.47
H: -3.40693 -4.20411 -1.46461  0.36
H: -3.31603 -5.29224 -3.67844  0.35
H: -1.24664 -5.16693 -5.03372  0.34
H: 0.72141 -3.94310 -4.16178  0.39
H: 0.62279 -2.84966 -1.95349  0.18
H: -1.67582 -0.50806 -2.10071  0.33
H: -3.24195 1.20694 -2.89939  0.44
H: -5.31631 1.69329 -1.62696  0.36
H: -5.81950 0.41531 0.43417  0.37
H: -4.27031 -1.34510 1.20632  0.56

No. 3
Computed, not measured: C30H19BrCl4N5OS4Zr as an isolated structure, with ωB97M-V/def2-TZVPD.

The HOMO-LUMO gap comes out at 6.9741 eV. The total charge is +1. Its energy relative to the best compared isomer or geometry (same formula, charge and spin) is 0.000 eV. As for the molar mass: 906.7 g mol⁻¹.

Last column: Mulliken charge in e.
Positions of all 65 atoms, in Å:
Zr: -0.07126 0.43708 -1.62472  -0.16
Cl: -2.22769 1.71584 -3.04582  -0.10
C: -1.28245 1.87108 -4.52125  1.21
C: -1.43453 3.02542 -5.25773  -0.85
C: -0.65274 3.18105 -6.39293  -0.47
C: 0.25803 2.20143 -6.74510  -0.72
C: 0.38575 1.05376 -5.97530  0.33
Cl: 1.53796 -0.13639 -6.45894  -0.19
C: -0.39542 0.84302 -4.83452  -0.17
S: -0.27323 -0.65054 -3.89354  -0.38
H: -2.13739 3.78429 -4.94636  0.45
H: -0.74850 4.07142 -6.99790  0.40
H: 0.88090 2.31197 -7.62092  0.44
Br: -0.43115 -5.60906 1.33166  -0.15
C: 0.98024 -4.63997 2.14014  -0.06
C: 2.10557 -4.33383 1.38842  -0.44
C: 3.10732 -3.55492 1.94231  -0.26
C: 2.97322 -3.09571 3.24776  0.13
C: 1.90043 -3.50374 4.02980  -0.30
C: 0.88107 -4.25724 3.46865  -0.52
N: 3.93066 -2.22833 3.87596  -0.40
N: 4.26444 -1.15714 3.35302  -0.50
C: 3.64333 -0.74077 2.12078  0.18
C: 4.42393 -0.52097 1.01885  -0.55
C: 3.85119 -0.28405 -0.24752  -0.75
C: 2.48599 -0.25147 -0.36907  0.98
O: 1.81910 -0.14069 -1.52151  -0.62
C: 1.67906 -0.32735 0.78846  0.14
N: 0.33489 -0.18812 0.58105  1.63
C: -0.46955 -0.28354 1.62510  -0.84
C: 0.00247 -0.46731 2.92980  -1.78
C: 1.34920 -0.59367 3.15007  -0.60
C: 2.23697 -0.55288 2.05660  -0.10
H: 2.19414 -4.69620 0.37304  0.61
H: 3.97818 -3.31010 1.35251  0.56
H: 1.85439 -3.19768 5.06691  0.44
H: 0.02212 -4.54540 4.05825  0.47
H: 5.49839 -0.61225 1.10932  0.45
H: 4.47389 -0.17728 -1.12450  0.52
H: -1.53234 -0.19784 1.44096  0.97
H: -0.70591 -0.50359 3.74460  0.65
H: 1.73546 -0.71716 4.15324  0.81
Cl: 0.00194 -2.73736 -1.28623  0.08
C: -1.74202 -2.70616 -1.47908  -0.54
Cl: -2.42498 -1.08414 -1.04832  -0.01
H: -2.19984 -3.41911 -0.80316  0.40
H: -1.99508 -2.86334 -2.52152  0.48
S: -0.51337 3.80515 3.23902  -0.22
C: -0.28516 3.33518 1.69789  0.26
S: 1.11395 3.81763 0.73412  -0.09
C: 0.50843 2.93931 -0.62923  0.57
N: -0.61819 2.30736 -0.36638  -0.18
N: -1.07119 2.52028 0.92419  0.31
C: -2.46961 2.28670 1.14133  0.07
C: -3.36842 2.65111 0.14649  -0.32
C: -4.72100 2.40834 0.33264  -0.87
C: -5.17153 1.82461 1.50618  -0.59
C: -4.26698 1.48361 2.50214  -0.92
C: -2.91012 1.70808 2.32422  -0.22
S: 1.19060 2.71078 -2.17604  -0.25
H: -3.01194 3.13696 -0.75071  0.76
H: -5.42442 2.69591 -0.43728  0.44
H: -6.22849 1.64754 1.65113  0.44
H: -4.61695 1.04418 3.42615  0.42
H: -2.20179 1.46620 3.10287  0.52